A 10-piece molecular cluster, C26H72N4O10 overall at a distorted geometry. Source: the Open Molecules 2025 dataset; level of theory: wB97M-V/def2-TZVPD.

Summary:
ΔE to the lowest compared entry with this formula, charge and spin = 0.00 kJ/mol
HOMO = -9.59 eV
E_tot = -2005.27562 a.u.
Maximum force = 0.047 hartree/bohr
SMILES string = NC(N)=O.NC(N)=O.CC(C)O.CC(C)O.CC(C)O.CC(C)O.CC(C)O.CC(C)O.CC(C)O.CC(C)O
Kohn-Sham gap = 9.95 eV

CARTESIAN COORDINATES (ANGSTROEM)
N (2.3166, -0.8218, -3.2623)
C (1.7965, -0.0404, -4.2600)
N (2.6742, 0.1389, -5.3216)
O (0.7081, 0.5424, -4.1891)
H (3.1963, -1.2801, -3.3605)
H (1.8398, -0.7484, -2.3696)
H (3.6328, -0.1141, -5.1879)
H (2.4982, 0.8934, -5.9599)
N (-0.7830, -0.2227, -1.5326)
C (0.1689, 0.0358, -0.5719)
N (-0.3699, 0.0239, 0.6843)
O (1.3277, 0.3862, -0.8486)
H (-1.7326, 0.0494, -1.3393)
H (-0.4513, -0.1248, -2.4875)
H (0.3140, 0.2217, 1.4029)
H (-1.3678, 0.0385, 0.7735)
C (-4.3211, -1.7020, 1.7947)
C (-5.0585, -2.2709, 3.0059)
C (-6.5326, -1.9751, 2.8398)
O (-4.9284, -3.6791, 3.0700)
H (-4.7544, -2.1833, 0.9108)
H (-3.2796, -2.0422, 1.6777)
H (-4.2752, -0.6154, 1.8005)
H (-4.6830, -1.7205, 3.8779)
H (-6.6524, -0.9011, 2.6702)
H (-7.1142, -2.1875, 3.7393)
H (-6.9841, -2.5231, 2.0148)
H (-3.9790, -3.8554, 3.1034)
C (0.5727, 1.0647, 6.4556)
C (-0.4679, -0.0298, 6.2714)
C (-1.5383, 0.2615, 5.2459)
O (0.1875, -1.2614, 5.9646)
H (1.3184, 0.8336, 7.2067)
H (0.1844, 2.0906, 6.5156)
H (1.0716, 1.2169, 5.4850)
H (-0.8561, -0.2358, 7.2750)
H (-1.8697, 1.2910, 5.3208)
H (-2.3608, -0.4474, 5.3575)
H (-1.1183, 0.0125, 4.2678)
H (0.9129, -1.2001, 5.3122)
C (3.2473, 3.1889, 0.7368)
C (3.7918, 3.8713, -0.4866)
C (3.8477, 3.0334, -1.7520)
O (3.0499, 5.0659, -0.8195)
H (3.3025, 3.8912, 1.5740)
H (3.9822, 2.4598, 1.0931)
H (2.2770, 2.7344, 0.5608)
H (4.8032, 4.2626, -0.3552)
H (2.8258, 2.7495, -2.0275)
H (4.3891, 2.0883, -1.6552)
H (4.2812, 3.6252, -2.5545)
H (2.1923, 4.7186, -1.1087)
C (-1.0424, -3.9506, -2.6527)
C (-0.4704, -3.5155, -4.0198)
C (0.8309, -4.2287, -4.3538)
O (-1.4884, -3.9080, -5.0012)
H (-1.1835, -3.0506, -2.0397)
H (-0.5174, -4.7157, -2.0738)
H (-2.0538, -4.3562, -2.7056)
H (-0.3685, -2.4400, -4.1631)
H (0.7141, -5.3131, -4.4070)
H (1.6377, -4.0126, -3.6474)
H (1.1681, -3.8233, -5.3121)
H (-1.3239, -4.8266, -5.2406)
C (-2.3711, 3.3307, -6.2966)
C (-1.4367, 3.2510, -5.0923)
C (-1.9774, 2.3009, -4.0356)
O (-0.1364, 2.9228, -5.5338)
H (-3.3743, 3.7021, -6.0888)
H (-2.4632, 2.3313, -6.7338)
H (-1.8979, 3.9782, -7.0380)
H (-1.4757, 4.2300, -4.5872)
H (-1.9414, 1.2402, -4.3164)
H (-3.0371, 2.4638, -3.8168)
H (-1.4069, 2.3553, -3.1049)
H (0.1780, 2.0760, -5.1585)
C (-3.3654, 3.8911, -0.4570)
C (-2.5844, 2.8012, 0.2493)
C (-2.5680, 2.9951, 1.7620)
O (-3.1736, 1.5366, -0.1763)
H (-2.8911, 4.8535, -0.2453)
H (-4.4021, 3.9513, -0.1051)
H (-3.4234, 3.8252, -1.5455)
H (-1.5316, 2.7898, -0.0534)
H (-2.5221, 4.0512, 2.0197)
H (-1.7026, 2.4552, 2.1420)
H (-3.4241, 2.5313, 2.2581)
H (-4.0680, 1.7896, -0.4229)
C (3.1366, -2.5861, -0.3825)
C (1.9059, -3.1873, 0.3019)
C (1.8093, -4.7027, 0.1080)
O (2.0087, -2.9119, 1.7211)
H (3.0664, -1.5150, -0.5548)
H (3.2624, -3.0736, -1.3594)
H (4.0266, -2.8302, 0.1990)
H (0.9797, -2.7568, -0.0843)
H (1.8905, -4.8910, -0.9574)
H (0.8996, -5.0115, 0.6213)
H (2.6149, -5.1666, 0.6899)
H (2.6570, -3.5401, 2.0601)
C (3.8903, 0.1175, 4.8939)
C (3.0232, 0.3340, 3.6490)
C (3.8266, 0.0257, 2.3653)
O (1.8561, -0.5135, 3.6419)
H (4.9249, -0.0095, 4.5808)
H (3.5614, -0.7269, 5.5012)
H (3.7981, 0.9495, 5.5968)
H (2.7471, 1.3825, 3.4989)
H (4.1359, -1.0217, 2.4151)
H (4.6812, 0.6916, 2.2592)
H (3.1441, 0.1572, 1.5260)
H (2.0152, -1.3339, 3.1444)

=====

C3H6FN as an isolated structure at a distorted geometry. Source: the Open Molecules 2025 dataset; level of theory: wB97M-V/def2-TZVPD.

Summary:
ΔE to the lowest compared entry with this formula, charge and spin = 66.01 kJ/mol
HOMO = -9.58 eV
E_tot = -272.46600 a.u.
Maximum force = 0.069 hartree/bohr
Kohn-Sham gap = 10.65 eV

CARTESIAN COORDINATES (ANGSTROEM)
C (0.9267, 0.0113, 0.2867)
C (-0.1884, -1.0085, 0.0518)
C (-0.2266, 1.0352, -0.0069)
H (1.3228, 0.0543, 1.3047)
H (0.0765, -1.9620, -0.3913)
H (-0.7878, -1.1373, 0.9609)
H (-1.7441, -0.1313, -1.0586)
H (-0.6748, 1.2434, 0.9393)
H (0.1349, 1.9544, -0.5270)
N (-0.7121, -0.0304, -0.9007)
F (1.8730, -0.0292, -0.6589)

=====

One molecule with the formula C10H9BrFNO at a distorted geometry. Source: the Open Molecules 2025 dataset; level of theory: wB97M-V/def2-TZVPD.

Summary:
HOMO (spin up / spin down) = -5.83 / -8.68 eV
E_tot = -3190.08466 a.u.
Maximum force = 0.162 hartree/bohr
Multiplicity = 3
Kohn-Sham gap (spin up / spin down) = 6.39 / 5.80 eV

CARTESIAN COORDINATES (ANGSTROEM)
C (-1.3764, 2.9586, -1.7491)
C (-0.2221, 2.3679, -1.6213)
C (-2.4090, 2.1545, -1.1672)
C (0.3484, -1.1045, -1.2172)
C (1.0128, -0.5941, 0.0301)
C (-1.8645, 1.0298, -0.6826)
C (-0.3191, 1.0169, -0.9503)
C (0.5663, 0.6554, 0.1809)
C (1.7388, -1.3430, 1.1424)
C (1.0502, -2.6488, 1.6152)
N (-0.2092, -0.1396, -1.8174)
O (0.6340, -2.5951, 2.9785)
F (-2.4321, -0.0629, -0.1805)
Br (0.7655, 1.9298, 1.5337)
H (-1.4020, 3.9366, -2.0816)
H (0.6520, 2.8527, -1.9424)
H (-3.5459, 2.2893, -1.1304)
H (0.3199, -2.0223, -1.5789)
H (1.9026, -0.6834, 2.0221)
H (2.7308, -1.6075, 0.8671)
H (1.8749, -3.4117, 1.5947)
H (0.2089, -2.9863, 1.0106)
H (-0.0249, -1.9920, 3.1439)

=====

Repeat the third record exactly.
One molecule with the formula C10H9BrFNO at a distorted geometry. Source: the Open Molecules 2025 dataset; level of theory: wB97M-V/def2-TZVPD.

Summary:
HOMO (spin up / spin down) = -5.83 / -8.68 eV
E_tot = -3190.08466 a.u.
Maximum force = 0.162 hartree/bohr
Multiplicity = 3
Kohn-Sham gap (spin up / spin down) = 6.39 / 5.80 eV

CARTESIAN COORDINATES (ANGSTROEM)
C (-1.3764, 2.9586, -1.7491)
C (-0.2221, 2.3679, -1.6213)
C (-2.4090, 2.1545, -1.1672)
C (0.3484, -1.1045, -1.2172)
C (1.0128, -0.5941, 0.0301)
C (-1.8645, 1.0298, -0.6826)
C (-0.3191, 1.0169, -0.9503)
C (0.5663, 0.6554, 0.1809)
C (1.7388, -1.3430, 1.1424)
C (1.0502, -2.6488, 1.6152)
N (-0.2092, -0.1396, -1.8174)
O (0.6340, -2.5951, 2.9785)
F (-2.4321, -0.0629, -0.1805)
Br (0.7655, 1.9298, 1.5337)
H (-1.4020, 3.9366, -2.0816)
H (0.6520, 2.8527, -1.9424)
H (-3.5459, 2.2893, -1.1304)
H (0.3199, -2.0223, -1.5789)
H (1.9026, -0.6834, 2.0221)
H (2.7308, -1.6075, 0.8671)
H (1.8749, -3.4117, 1.5947)
H (0.2089, -2.9863, 1.0106)
H (-0.0249, -1.9920, 3.1439)